Entry 1:
C10H16Cl4O5Pd as an isolated structure, computed with ωB97M-V/def2-TZVPD.

Values from the calculation:
⟨S²⟩: 6.02
LUMO level (alpha / beta), eV: 4.824 / 3.013
Charge: -2
2S+1: 5
F_max, hartree/bohr: 0.097
Energy relative to the best compared isomer or geometry (same formula, charge and spin), eV: 0.000
Orbital gap (alpha / beta), eV: 6.5271 / 4.7879
Highest occupied orbital energy (alpha / beta), eV: -1.70 / -1.77

XYZ file:
```
36
Properties=species:S:1:pos:R:3:forces:R:3
C 1.6981 -0.2831 -0.6134 -0.7 -0.1 0.8
C 1.6601 0.5966 0.5165 -0.9 0.6 0.3
C 0.4986 1.4070 0.4342 0.7 -0.8 -1.9
C 2.6617 0.7000 1.5845 0.5 -0.2 0.3
C -0.2305 1.0271 -0.7942 2.5 -0.7 -0.8
C 0.5425 -0.0493 -1.4176 -0.9 2.5 1.0
C 0.3712 -0.5048 -2.7991 -0.6 -0.4 -0.7
C 2.7021 -1.3197 -0.8554 0.5 -0.4 -0.1
C 0.3028 2.6759 1.1541 -0.4 0.0 0.8
C -1.1038 1.9276 -1.5878 -0.4 -0.3 0.2
Pd -1.2498 -0.4795 0.4650 0.3 1.2 0.3
Cl 2.6294 -1.4926 3.6157 0.3 -0.6 0.7
Cl 0.0626 -2.3202 0.7419 1.9 -1.7 0.4
Cl -2.6770 1.2765 1.1127 -0.7 1.0 0.4
H 2.9778 -0.2896 1.9997 -0.2 0.4 -0.5
H 2.2747 1.1896 2.4844 0.0 0.1 -0.3
H 3.5598 1.2279 1.2396 0.0 0.1 0.0
H 0.6524 2.5212 2.1707 0.2 0.3 0.2
H -0.7697 2.8514 1.2463 0.1 0.4 -0.2
H 0.8554 3.5384 0.7274 -0.3 -0.5 0.0
H -1.7382 2.5216 -0.9323 0.0 0.0 -0.2
H -1.7198 1.3044 -2.2391 -0.2 0.3 0.0
H -0.4769 2.5691 -2.2012 0.1 0.3 -0.2
H -0.4774 0.0095 -3.2714 0.1 -0.4 0.2
H 0.2106 -1.5858 -2.8342 -0.2 0.0 0.0
H 1.2306 -0.2977 -3.4444 0.3 0.1 0.3
H 3.0135 -1.7764 0.0925 -0.1 0.1 -0.2
H 3.5884 -0.8924 -1.3464 0.0 0.0 0.1
H 2.3020 -2.1011 -1.5074 0.0 0.1 0.1
O -1.8762 -1.6579 -0.9557 -0.4 -3.7 -3.3
H -1.6698 -2.6871 -1.1452 -0.6 3.5 1.4
O -4.1863 -3.3374 1.8019 -0.4 0.5 0.6
Cl -4.0210 -1.9023 1.6775 2.4 -0.5 -1.3
O -4.5580 -1.5336 0.3636 0.1 0.4 1.8
O -4.5128 -1.1678 2.8123 -1.0 -0.3 -0.7
O -2.5272 -1.6653 1.7043 -2.0 -0.9 0.6
```
Forces are in eV/Å.

Entry 2:
C10H16ClI2NOPRu as an isolated structure, computed with ωB97M-V/def2-TZVPD.

Values from the calculation:
⟨S²⟩: 8.80
LUMO level (alpha / beta), eV: -7.451 / -10.838
Charge: +2
2S+1: 6
F_max, hartree/bohr: 0.108
Orbital gap (alpha / beta), eV: 6.0805 / 4.9232
Highest occupied orbital energy (alpha / beta), eV: -13.53 / -15.76

XYZ file:
```
33
Properties=species:S:1:pos:R:3:forces:R:3
I -2.6022 3.0260 -0.7071 -0.5 0.0 0.6
I 0.3846 0.4347 2.3717 0.1 0.3 -0.1
Ru -0.7427 1.0621 -0.1069 -2.5 -1.1 2.4
P 0.9874 2.3447 -0.5941 3.5 2.5 -1.7
C 0.7213 4.1484 -0.5529 -0.5 0.0 0.0
C 2.4964 2.2127 0.4653 -0.4 -0.3 0.0
H 1.8724 1.0115 -2.4140 0.0 0.5 -0.1
H 2.4530 2.7201 -2.5020 -0.3 -0.2 0.0
H 0.7776 2.2945 -3.0178 0.3 0.0 0.1
C 1.5878 2.0695 -2.3110 0.0 -0.2 0.3
H 2.8243 1.1677 0.5061 0.1 0.3 0.0
H 3.2980 2.8477 0.0574 -0.4 -0.2 0.0
H 1.6514 4.6653 -0.8251 -0.2 -0.2 0.0
H 0.4191 4.4415 0.4561 0.0 0.1 -0.1
H 2.2383 2.5433 1.4801 0.2 0.0 -0.3
H -0.0889 4.3996 -1.2506 0.4 0.1 0.2
C -1.3063 0.8160 -1.8545 -0.8 0.7 -5.5
O -1.6591 0.6860 -2.9599 1.1 -0.2 3.7
Cl 0.8981 -0.6082 -0.7089 1.0 -1.5 0.4
N -2.0814 -1.0305 0.2695 -0.1 -1.6 0.9
C -1.4853 -2.2265 0.7490 -0.8 2.0 -0.8
C -1.3192 -2.4358 2.1195 0.7 -0.8 1.9
C -0.7333 -3.6191 2.5671 -1.1 1.6 0.6
C -0.3862 -4.6190 1.6463 0.5 -0.4 -0.1
C -0.4824 -4.3725 0.2652 -0.7 0.9 -1.1
C -1.0079 -3.1623 -0.1763 0.8 -1.8 -0.9
H -2.7600 -0.6273 0.9104 0.0 0.0 0.2
H -2.5073 -1.1529 -0.6390 0.0 -0.1 -0.3
H -1.5885 -1.6356 2.8181 -0.1 -0.6 -0.2
H -0.6214 -3.7753 3.6440 0.0 0.0 -0.5
H 0.0083 -5.5737 1.9966 -0.1 0.2 -0.1
H -0.1842 -5.1318 -0.4610 0.0 0.3 0.3
H -1.0617 -2.9209 -1.2413 0.0 -0.2 0.3
```
Forces are in eV/Å.

Entry 3:
A 2-piece molecular cluster, C10H16ClN3O overall, computed with ωB97M-V/def2-TZVPD.

Values from the calculation:
LUMO level, eV: 0.521
Charge: 0
F_max, hartree/bohr: 0.101
Energy relative to the best compared isomer or geometry (same formula, charge and spin), eV: 1.553
Orbital gap, eV: 9.7756
Highest occupied orbital energy, eV: -9.25

XYZ file:
```
31
Properties=species:S:1:pos:R:3:forces:R:3
C 4.9831 -0.0215 0.0199 1.7 0.5 0.2
C -3.3433 -0.6389 0.2965 2.8 0.7 0.1
C -1.7538 -0.7434 0.7103 -2.5 3.6 -2.8
C -3.5326 0.4678 -0.7551 -0.5 -0.7 0.6
C -1.2480 0.5706 1.2985 1.9 -0.8 -2.8
C -2.6956 1.7084 -0.4822 -1.3 -1.1 -1.4
C -1.7586 1.6819 0.4253 1.3 1.3 0.8
C 3.6585 -0.5050 -1.9705 0.1 2.7 0.0
C 3.2603 -1.8210 0.1427 -2.2 -0.1 1.3
C 3.6616 -0.4735 -0.4551 0.9 -0.9 0.8
N 6.0017 0.4001 0.3782 -1.3 -0.8 -0.4
N 1.9795 0.4597 1.0143 -0.4 0.8 0.6
N 2.7766 0.5647 0.2099 0.6 0.4 -1.7
O 3.3080 1.8741 -0.5148 -1.4 0.3 0.8
Cl -0.7526 3.1590 0.4136 0.0 -0.1 0.5
H -3.5596 -1.6444 0.0006 -0.6 -0.4 -0.8
H -4.0075 -0.4349 1.1219 0.3 0.1 0.8
H -1.7414 -1.5235 1.3199 0.7 -3.3 3.0
H -1.1201 -0.9344 -0.1573 -0.5 -0.3 -0.3
H -3.3526 -0.0122 -1.7326 -0.1 0.8 0.0
H -4.5754 0.7863 -0.6653 -0.1 -0.1 -0.6
H -1.3923 0.5752 2.3259 -0.7 0.8 1.9
H -0.1169 0.5826 1.1532 -1.5 0.1 0.4
H -2.9012 2.5849 -1.1299 0.4 -0.6 0.6
H 2.5804 2.5141 -0.3318 0.6 -0.5 0.0
H 4.5001 -1.0439 -2.2969 0.7 -1.5 -0.3
H 2.7381 -0.7483 -2.4693 -0.4 -0.5 0.2
H 3.9577 0.4985 -2.3028 -0.5 -0.1 0.0
H 2.1442 -1.5515 0.4659 2.0 -1.5 -1.1
H 3.6941 -2.0219 1.1895 -0.1 0.0 -2.0
H 3.3410 -2.6376 -0.6598 -0.1 1.1 1.7
```
Forces are in eV/Å.